# C3H5NO2S

A 2-piece molecular cluster, C3H5NO2S overall (ωB97M-V/def2-TZVPD, the OMol25 dataset).

## Properties
**Spin multiplicity**: 3
**HOMO energy (spin up / spin down)**: -6.6 / -9.4 eV
**Total charge**: 0

Last column: Löwdin charge in e.
CARTESIAN COORDINATES (ANGSTROEM)
S1 -1.0909 1.6670 -0.2951  0.910
O1 0.7369 0.0385 -1.6254  -0.141
O2 1.7919 -0.3189 1.6418  0.127
N1 1.6534 -0.4232 -0.6451  0.064
C1 1.3779 -0.2445 0.5377  -0.493
C2 -0.8531 -1.0035 0.0128  -0.091
C3 -0.6306 0.1765 0.5828  -0.573
H1 1.3183 0.5501 -2.1328  0.071
H2 -0.7833 -1.9023 0.5009  0.058
H3 -1.0288 -1.0686 -1.0744  0.088
H4 -0.9231 0.3628 1.6866  0.120
H5 -1.5685 2.1659 0.8103  -0.139

***

# C3H5NO2S2

One molecule with the formula C3H5NO2S2 (ωB97M-V/def2-TZVPD, the OMol25 dataset).

## Properties
**HOMO energy**: -8.8 eV
**Total charge**: 0
**Structure (SMILES)**: O=CCSC(=S)NO

Last column: Löwdin charge in e.
CARTESIAN COORDINATES (ANGSTROEM)
S1 -1.1278 0.6559 -0.8686  0.908
S2 0.1492 3.1906 -0.1308  0.595
O1 0.9365 -1.7982 -0.5596  -0.011
O2 2.1091 1.3729 1.1428  -0.057
N1 1.0142 0.7391 0.6650  -0.126
C1 -0.2943 -1.9124 -0.7741  -0.241
C2 -1.3525 -0.9611 -0.1838  -0.467
C3 0.1174 1.5029 0.0225  -1.116
H1 1.7044 2.3270 1.2567  0.067
H2 -1.2893 -0.9522 0.9279  0.104
H3 1.1335 -0.2632 0.4890  0.108
H4 -0.6729 -2.7500 -1.4719  0.142
H5 -2.4275 -1.1513 -0.5153  0.094

***

# C3H5NO2S2

C3H5NO2S2 as an isolated structure (ωB97M-V/def2-TZVPD, the OMol25 dataset).

## Properties
**HOMO energy (spin up / spin down)**: -8.9 / -8.9 eV
**Total charge**: 0

Last column: Löwdin charge in e.
CARTESIAN COORDINATES (ANGSTROEM)
S1 -1.2783 -1.4322 1.1150  0.845
S2 1.2222 -0.4266 2.4062  0.665
O1 -1.2728 2.0516 -0.9108  0.058
O2 -2.0194 0.1095 -0.4083  -0.113
N1 -1.1214 0.9606 -0.3743  -0.472
C1 1.1340 -0.2797 -1.4272  0.298
C2 -0.0942 0.8475 0.5156  -0.183
C3 -0.0047 -0.2735 1.3641  -1.228
H1 1.2333 -1.1198 -0.7757  0.039
H2 0.5223 1.7851 0.4582  0.159
H3 0.3298 -0.1595 -2.0440  0.013
H4 -0.5450 -2.2976 1.9299  -0.090
H5 1.8940 0.2347 -1.8488  0.010

***

# C3H5NO2S2

One molecule with the formula C3H5NO2S2 (ωB97M-V/def2-TZVPD, the OMol25 dataset).

## Properties
**HOMO energy**: -8.8 eV
**Total charge**: 0
**Structure (SMILES)**: CSC(=O)NOC=S

Last column: Löwdin charge in e.
CARTESIAN COORDINATES (ANGSTROEM)
S1 1.5034 -1.1086 -0.9731  0.811
S2 -1.2206 3.3890 -0.3406  0.615
O1 -0.2168 1.6701 1.4979  -0.162
O2 -0.7672 -0.5555 0.3934  0.041
N1 0.7726 1.3642 0.4079  0.064
C1 -1.1202 2.5290 1.0956  -0.716
C2 0.4415 -2.6584 -1.2130  -0.352
C3 0.2625 -0.0654 0.0296  -0.618
H1 -1.7870 2.6117 2.0552  0.122
H2 -0.5670 -2.1759 -1.3852  0.045
H3 1.6539 1.5312 0.8100  0.099
H4 0.7877 -3.3171 -2.0303  0.047
H5 0.2574 -3.2143 -0.3475  0.005

***

# C3H5NO3

One molecule with the formula C3H5NO3 (ωB97M-V/def2-TZVPD, the OMol25 dataset).

## Properties
**HOMO energy**: -9.8 eV
**Total charge**: 0
**Structure (SMILES)**: C1=NOCOCO1

Last column: Löwdin charge in e.
CARTESIAN COORDINATES (ANGSTROEM)
O1 -0.8687 1.2163 -0.3958  -0.030
O2 1.7666 -0.2899 -0.5097  -0.066
O3 -0.5014 -1.0915 -0.5444  -0.120
N1 1.4972 1.0584 -0.1127  0.082
C1 -1.4415 -0.2408 -0.0162  -0.087
C2 0.3063 1.5757 -0.1567  -0.332
C3 0.8813 -1.1051 0.0111  -0.283
H1 -2.4437 -0.3547 -0.7815  0.201
H2 -1.5378 -0.4234 1.1789  0.176
H3 0.9300 -0.8153 1.0429  0.114
H4 1.0906 -2.2526 0.1579  0.177
H5 0.3210 2.7228 0.1262  0.169

***

# C3H5NO3

One molecule with the formula C3H5NO3 (ωB97M-V/def2-TZVPD, the OMol25 dataset).

## Properties
**HOMO energy**: -10.2 eV
**Total charge**: 0
**Structure (SMILES)**: NC(=O)COC=O

Last column: Löwdin charge in e.
CARTESIAN COORDINATES (ANGSTROEM)
O1 -1.1844 0.7727 -0.0203  -0.046
O2 1.0612 -1.8562 0.3963  0.085
O3 -0.6035 -0.4093 -1.8598  0.100
N1 1.4258 0.3928 0.1973  0.161
C1 -0.8015 -0.3667 0.7685  -0.069
C2 0.6541 -0.7186 0.4426  -0.533
C3 -0.8939 0.6273 -1.3287  -0.347
H1 -0.9071 1.6082 -1.8217  0.151
H2 -1.4318 -1.2301 0.5529  0.138
H3 -0.9184 -0.0565 1.8101  0.138
H4 2.1568 0.2927 -0.4925  0.121
H5 1.0051 1.3076 0.2632  0.100

***

# C3H5NO3

One molecule with the formula C3H5NO3 (ωB97M-V/def2-TZVPD, the OMol25 dataset).

## Properties
**HOMO energy**: -10.5 eV
**Total charge**: 0
**Structure (SMILES)**: CC(=O)NC(=O)O

Last column: Löwdin charge in e.
CARTESIAN COORDINATES (ANGSTROEM)
O1 -1.4805 -1.6005 -0.4292  0.111
O2 1.3363 0.9705 2.2159  0.119
O3 0.2522 1.6042 0.3811  0.096
N1 0.2002 -0.6243 1.0018  0.146
C1 -0.8039 -0.6313 -0.4081  -0.315
C2 -0.3489 -0.0162 -1.7188  -0.011
C3 0.5021 0.7511 1.1850  -0.623
H1 -0.7930 -0.4970 -2.5882  0.088
H2 0.7367 0.0001 -1.7258  0.092
H3 1.6554 0.0721 2.3963  0.114
H4 -0.5941 -1.0593 1.4614  0.102
H5 -0.6625 1.0307 -1.7713  0.081

***

# C3H5NO3

A 2-piece molecular cluster, C3H5NO3 overall (ωB97M-V/def2-TZVPD, the OMol25 dataset).

## Properties
**HOMO energy**: -9.3 eV
**Total charge**: 0

Last column: Löwdin charge in e.
CARTESIAN COORDINATES (ANGSTROEM)
O1 0.9990 1.9950 -1.2407  0.043
O2 0.9860 1.5490 0.9157  -0.083
O3 -0.8813 2.7702 2.0844  0.051
N1 0.6803 1.1082 -0.1776  -0.338
C1 -0.2230 -1.1568 0.3903  -0.014
C2 0.0794 0.0658 -0.5405  -0.063
C3 -0.3848 3.2420 1.2000  -0.021
H1 0.0372 -0.2770 -1.4699  0.079
H2 0.3987 -0.9390 1.2448  0.061
H3 0.1967 -2.0865 -0.1303  0.106
H4 -1.2389 -1.1544 0.6717  0.055
H5 1.8076 2.4650 -0.9694  0.124

***

# C3H5NO3

One molecule with the formula C3H5NO3 (ωB97M-V/def2-TZVPD, the OMol25 dataset).

## Properties
**HOMO energy**: -9.8 eV
**Total charge**: 0
**Structure (SMILES)**: O=C1[C@H](O)CN1O

Last column: Löwdin charge in e.
CARTESIAN COORDINATES (ANGSTROEM)
O1 -1.0333 -1.9452 -0.0735  -0.017
O2 1.9319 -1.1224 -0.8790  0.139
O3 1.2851 1.7447 -0.5463  -0.037
N1 0.3020 0.7055 -0.7304  -0.114
C1 -0.2567 -0.9032 0.4261  -0.261
C2 0.9398 -0.5223 -0.5365  -0.340
C3 -0.6183 0.6251 0.3145  -0.093
H1 0.9521 2.4870 -1.2247  0.173
H2 0.0497 -1.1857 1.3838  0.125
H3 -0.1560 1.2496 1.2021  0.166
H4 -1.7865 -2.0734 0.6151  0.150
H5 -1.6096 0.9403 0.0485  0.109

***

# C3H5NO3

A 2-piece molecular cluster, C3H5NO3 overall (ωB97M-V/def2-TZVPD, the OMol25 dataset).

## Properties
**HOMO energy**: -10.4 eV
**Total charge**: 0

Last column: Löwdin charge in e.
CARTESIAN COORDINATES (ANGSTROEM)
O1 0.7339 -0.9715 -0.9665  -0.014
O2 0.4497 -2.3388 -0.7185  0.027
O3 1.6098 -0.4819 1.1261  0.088
N1 -3.1053 0.1482 1.0280  0.041
C1 1.2911 1.1759 -0.5506  0.008
C2 -2.0599 0.5060 0.6617  -0.029
C3 1.2718 -0.2110 -0.0161  -0.557
H1 -4.1018 0.1188 1.3388  0.107
H2 1.9557 1.8918 -0.0364  0.109
H3 0.1226 -2.5205 0.1772  0.108
H4 1.5757 1.1474 -1.5255  0.046
H5 0.2568 1.5356 -0.5182  0.067

***

# C3H5NO3

A 2-piece molecular cluster, C3H5NO3 overall (ωB97M-V/def2-TZVPD, the OMol25 dataset).

## Properties
**Spin multiplicity**: 3
**HOMO energy (spin up / spin down)**: -5.6 / -11.3 eV
**Total charge**: 0

Last column: Löwdin charge in e.
CARTESIAN COORDINATES (ANGSTROEM)
O1 -0.4994 -1.3004 1.0257  0.145
O2 1.3539 -1.5480 -0.1679  0.053
O3 1.7592 1.2167 -0.6074  0.019
N1 -1.3119 1.7025 0.9568  0.115
C1 -0.4886 1.4558 0.0886  -0.177
C2 0.3742 1.0879 -0.8546  -0.168
C3 0.1479 -1.3682 -0.1007  -0.414
H1 -1.7884 0.9926 1.4998  0.072
H2 0.0476 0.9131 -1.8367  0.102
H3 -0.0022 -0.9072 1.6525  0.069
H4 -0.4646 -1.5113 -0.9515  0.139
H5 2.1765 0.3903 -0.7053  0.045

***

# C3H5NO3S

A 2-piece molecular cluster, C3H5NO3S overall (ωB97M-V/def2-TZVPD, the OMol25 dataset).

## Properties
**HOMO energy**: 0.3 eV
**Total charge**: -2

Last column: Löwdin charge in e.
CARTESIAN COORDINATES (ANGSTROEM)
S1 -1.7266 -0.1158 -2.2552  0.552
O1 0.2981 -2.1984 3.0621  -0.367
O2 -3.0417 -0.1922 -1.5398  -0.629
O3 -1.7590 0.9316 -3.3299  -0.626
N1 0.5418 -1.4854 2.0383  -0.349
C1 -0.1026 1.7232 -0.7269  -0.143
C2 -0.6831 0.5220 -0.7588  -0.314
C3 1.7466 -1.2636 1.6440  -0.253
H1 0.6512 1.9341 0.2105  0.070
H2 1.8769 -0.5765 0.8048  -0.016
H3 -0.4538 -0.1241 0.1041  0.026
H4 2.7383 -1.6796 2.2058  0.041
H5 -0.0861 2.5247 -1.4590  0.008